# 1
ORCA calculation (ωB97M-V/def2-TZVPD) on an isolated molecule of C6H11NO.

Computed properties:
* HOMO: -7.64 eV
* relative energy (zero: lowest compared OMol25 entry of this formula, charge and spin): 72.5 kcal/mol
* molar mass: 113.2 g mol⁻¹

```
19
Properties=species:S:1:pos:R:3:forces:R:3:lowdin_charge:R:1
C 0.1867 0.9063 2.2890 4.235 2.230 -3.757 -0.307
C -0.4603 -0.6368 0.7271 -2.029 1.764 -0.764 -0.276
C 0.5774 0.3569 0.2695 0.489 0.547 2.491 -0.350
C -1.7438 -0.6036 -0.2061 -1.833 1.217 3.228 -0.053
C 0.2043 1.2910 -0.8295 0.112 -3.467 -0.683 -0.064
C 1.9231 -0.2583 0.0691 1.336 1.047 -0.127 -0.088
N -0.6437 -0.0439 2.0857 -2.007 -3.260 -1.969 0.112
O 0.6917 1.6853 3.0370 -1.284 -0.920 0.195 0.104
H -0.0981 -1.6512 0.7452 0.187 -0.403 0.414 0.128
H -1.5044 -0.6293 -1.2208 0.566 -0.730 -1.584 0.047
H -2.3607 0.3567 -0.1359 1.207 -0.819 0.306 0.095
H -2.5412 -1.3121 0.0957 0.804 -0.274 -0.414 0.074
H -0.8375 1.4652 -0.8324 -0.864 0.462 -0.449 0.053
H 0.5979 0.7526 -1.7329 -0.946 0.586 0.033 0.105
H 0.7307 2.1493 -0.8092 1.714 3.089 0.324 0.045
H 2.1894 -0.5837 -0.9640 -0.581 0.113 0.383 0.088
H 2.1023 -1.0812 0.7355 0.113 -0.443 0.375 0.068
H 2.6719 0.5191 0.3104 -0.025 -0.370 -0.099 0.092
H -1.2910 -0.5029 2.6529 -1.195 -0.369 2.096 0.126
```
Positions in Å, forces in eV/Å.

=====

# 2
ORCA calculation (ωB97M-V/def2-TZVPD) on a cluster of 2 separate species, C6H11NO in total.

Computed properties:
* HOMO: -7.63 eV
* relative energy (zero: lowest compared OMol25 entry of this formula, charge and spin): 20.8 kcal/mol
* molar mass: 113.2 g mol⁻¹
* structure (SMILES): Cc1c[nH]c(C)c1.O

```
19
Properties=species:S:1:pos:R:3:forces:R:3:lowdin_charge:R:1
C -0.5763 -2.6236 -0.1372 -1.717 -0.857 -0.516 -0.076
C -0.4679 -1.2193 0.2741 0.728 -0.641 0.838 -0.343
C -0.2722 -0.7851 1.5863 -0.662 0.547 -2.277 -0.062
N -0.3018 0.5934 1.4752 0.111 -0.086 1.377 0.036
C -0.4744 1.0195 0.2082 0.168 -1.414 -1.284 -0.331
C -0.5327 2.4476 -0.1568 -0.658 0.255 -1.399 -0.041
C -0.5747 -0.1339 -0.5970 0.107 1.966 1.304 -0.021
H -0.6461 -3.2529 0.7513 0.315 -0.310 -0.265 0.074
H -1.5487 -2.7247 -0.6646 0.219 -0.131 0.378 0.085
H 0.1021 -3.0045 -0.8985 0.613 0.141 0.393 0.073
H -0.3280 -1.3290 2.5091 0.243 0.105 0.174 0.105
H -0.2711 1.1843 2.2836 0.056 0.313 -0.025 0.147
H -0.2917 2.6294 -1.2078 0.706 -0.569 -0.013 0.077
H -1.5877 2.7538 -0.2604 0.265 0.478 1.182 0.085
H 0.1649 3.0633 0.4053 -0.546 0.287 0.343 0.078
H -0.7378 -0.1276 -1.6569 0.098 -0.120 -0.192 0.111
O 2.3368 0.5464 -1.9458 0.033 -0.120 0.189 -0.064
H 3.2469 0.8097 -2.1069 0.055 -0.020 0.008 0.029
H 2.3665 -0.0014 -1.1476 -0.134 0.177 -0.217 0.036
```
Positions in Å, forces in eV/Å.

=====

# 3
ORCA calculation (ωB97M-V/def2-TZVPD) on an isolated molecule of C6H11NO.

Computed properties:
* HOMO: -7.94 eV
* relative energy (zero: lowest compared OMol25 entry of this formula, charge and spin): 71.2 kcal/mol
* molar mass: 113.2 g mol⁻¹
* structure (SMILES): N/C=C/CCCC=O

```
19
Properties=species:S:1:pos:R:3:forces:R:3:lowdin_charge:R:1
N 0.1302 2.2358 -2.5566 1.881 2.571 1.398 0.012
C 0.4469 1.2202 -1.6812 0.377 1.301 -0.176 -0.241
C 0.7941 1.6431 -0.4445 0.673 -1.333 1.077 -0.139
C 1.0831 0.5831 0.6103 1.323 0.487 1.069 -0.246
C -0.1883 0.0284 1.3139 0.979 -0.579 1.056 -0.231
C -1.0038 -0.8313 0.3349 1.536 -1.312 -0.731 -0.131
C -0.4901 -2.2798 0.8547 -0.287 0.654 -2.123 -0.274
O -0.8518 -2.9116 1.7977 -0.825 0.264 0.624 0.039
H -0.3744 2.2393 -3.3892 -0.625 -0.426 -1.156 0.053
H 0.4686 3.1688 -2.1672 -1.195 -1.772 -1.305 0.119
H 0.5487 0.1949 -2.1318 -0.382 1.089 0.964 0.135
H 0.9794 2.7269 -0.1278 -0.874 -1.551 -0.827 0.126
H 1.7214 -0.1749 0.1477 -0.490 -0.507 0.001 0.100
H 1.7920 0.9642 1.3896 -0.711 0.079 -0.461 0.108
H 0.0211 -0.5977 2.3129 -0.146 1.519 -2.188 0.147
H -0.7626 0.8790 1.6319 -0.331 0.444 0.197 0.092
H -2.0790 -0.6185 0.4181 0.336 -0.579 0.022 0.105
H -0.6289 -0.5998 -0.7832 -1.154 -0.917 2.731 0.108
H 0.3647 -2.7217 0.2844 -0.085 0.567 -0.175 0.119
```
Positions in Å, forces in eV/Å.

=====

# 4
ORCA calculation (ωB97M-V/def2-TZVPD) on a cluster of 2 separate species, C6H11NO in total.

Computed properties:
* HOMO: -7.26 eV
* relative energy (zero: lowest compared OMol25 entry of this formula, charge and spin): 128.9 kcal/mol
* molar mass: 113.2 g mol⁻¹

```
19
Properties=species:S:1:pos:R:3:forces:R:3:lowdin_charge:R:1
C -2.4475 -0.4919 -0.0953 0.566 -0.185 -0.211 -0.101
C -1.3344 0.3376 -0.7596 0.224 -0.231 1.281 -0.225
C 0.0358 -0.0631 -0.2533 0.356 0.288 0.802 -0.269
C 1.2278 0.7686 -0.4906 1.447 0.678 -2.389 -0.147
N 2.4256 0.5776 0.1727 -0.562 -0.698 1.248 0.044
C 2.2703 -0.6788 -0.6182 -0.029 0.650 0.310 -0.099
C 0.9120 -1.0467 -0.7269 -1.109 -0.574 0.044 -0.046
H -2.7953 0.0268 0.7856 -0.327 0.098 0.204 0.065
H -3.2601 -0.6854 -0.7771 -0.421 0.018 -0.093 0.061
H -2.0577 -1.4411 0.2582 0.003 -0.240 -0.105 0.067
H -1.4208 0.3654 -1.8440 -0.005 -0.027 -0.202 0.102
H -1.4609 1.3417 -0.3516 -0.081 0.255 -0.603 0.102
H 1.4113 1.2517 -1.4654 -0.388 0.057 0.240 0.152
H 2.2328 0.3377 1.1542 0.083 0.198 -0.006 0.099
H 3.0971 -1.0218 -1.2045 0.085 -0.066 -0.242 0.106
H 0.5748 -1.9045 -1.2971 0.177 -0.050 -0.396 0.136
H 0.0216 1.2344 3.1434 -0.112 0.112 -0.064 0.032
H 0.1032 0.5431 1.7296 -0.112 -0.252 0.243 -0.005
O 0.4643 0.5488 2.6400 0.204 -0.031 -0.064 -0.073
```
Positions in Å, forces in eV/Å.

=====

# 5
ORCA calculation (ωB97M-V/def2-TZVPD) on an isolated molecule of C6H11NO.

Computed properties:
* HOMO: -9.30 eV
* relative energy (zero: lowest compared OMol25 entry of this formula, charge and spin): 70.0 kcal/mol
* molar mass: 113.2 g mol⁻¹
* structure (SMILES): CC(C)(C)N1CC1=O

```
19
Properties=species:S:1:pos:R:3:forces:R:3:lowdin_charge:R:1
C -0.7939 0.1125 1.4067 3.532 2.824 -0.422 -0.025
C -0.4975 -0.2483 -0.0349 1.060 1.616 0.051 -0.640
C -1.4755 0.4349 -0.9403 0.345 -2.357 -3.438 -0.047
C -0.3578 -1.6804 -0.3512 2.585 -1.387 3.345 -0.034
N 0.8635 0.2678 -0.3594 1.801 0.586 0.734 0.030
C 1.7802 1.4325 0.0496 -0.671 0.877 -1.537 0.013
C 2.1794 -0.0190 -0.1652 -1.676 0.927 0.321 -0.448
O 3.0089 -0.8815 -0.1617 -0.121 0.142 0.068 0.091
H -0.0226 -0.3362 2.0821 -0.565 0.599 -0.427 0.107
H -0.7832 1.3034 1.4357 0.217 -2.477 0.337 0.131
H -1.7098 -0.1631 1.7281 -3.137 -1.086 0.887 0.035
H -1.0467 0.4561 -2.0510 -1.043 -0.528 2.178 0.137
H -1.6489 1.4340 -0.7685 -0.482 2.257 0.976 0.040
H -2.4134 -0.1596 -0.8894 0.344 0.630 -0.325 0.101
H -0.0511 -1.8154 -1.3324 0.143 -0.330 -2.050 0.067
H 0.6176 -2.0039 0.2649 -2.324 0.092 -1.098 0.141
H -1.2027 -2.2802 -0.0689 -0.371 -0.308 0.023 0.087
H 1.6961 2.0353 1.0149 0.126 -1.480 -1.008 0.112
H 1.8574 2.1112 -0.8590 0.237 -0.598 1.384 0.102
```
Positions in Å, forces in eV/Å.

=====

# 6
ORCA calculation (ωB97M-V/def2-TZVPD) on a cluster of 2 separate species, C6H11NO in total.

Computed properties:
* HOMO: -8.74 eV
* relative energy (zero: lowest compared OMol25 entry of this formula, charge and spin): 64.0 kcal/mol
* molar mass: 113.2 g mol⁻¹
* structure (SMILES): C=C(C)O.CC=C=N

```
19
Properties=species:S:1:pos:R:3:forces:R:3:lowdin_charge:R:1
C 1.1159 0.6000 -1.4961 -0.206 -0.635 0.274 0.044
C 1.7924 0.0830 -0.4679 0.905 2.014 0.316 -0.441
C 3.2379 -0.3146 -0.5428 -0.268 -0.182 0.274 -0.043
O 1.4206 0.2693 0.8571 -0.328 -0.866 -0.634 0.003
H 0.0778 0.8799 -1.4176 -0.129 0.292 0.165 0.050
H 1.5825 0.7223 -2.4556 0.051 -0.396 -0.256 0.053
H 3.3749 -1.2921 -0.0825 0.068 -0.171 -0.158 0.081
H 3.5982 -0.3081 -1.5665 -0.051 -0.167 -0.049 0.078
H 3.8448 0.3736 0.0440 -0.059 0.143 0.031 0.084
H 0.5354 0.6558 0.8636 0.088 -0.033 0.028 0.052
C -1.9131 0.6340 1.5842 -0.001 0.153 -0.224 -0.105
C -1.7277 -0.5851 0.7239 0.247 -0.677 -0.630 -0.187
C -2.5284 -0.8957 -0.2707 -1.058 0.536 0.918 -0.196
N -3.4068 -0.9936 -1.1118 0.513 0.142 -0.602 0.140
H -1.3373 1.4747 1.1890 0.117 0.129 0.129 0.064
H -2.9478 0.9738 1.5851 -0.028 -0.110 0.118 0.078
H -1.5848 0.4369 2.6056 -0.098 0.044 -0.056 0.079
H -0.8677 -1.2257 0.8631 0.075 0.008 0.122 0.096
H -4.2668 -1.4885 -0.9041 0.163 -0.223 0.233 0.071
```
Positions in Å, forces in eV/Å.

=====

# 7
ORCA calculation (ωB97M-V/def2-TZVPD) on a cluster of 2 separate species, C6H11NO in total.

Computed properties:
* HOMO: -7.75 eV
* relative energy (zero: lowest compared OMol25 entry of this formula, charge and spin): 13.4 kcal/mol
* molar mass: 113.2 g mol⁻¹
* structure (SMILES): Cc1cc[nH]c1C.O

```
19
Properties=species:S:1:pos:R:3:forces:R:3:lowdin_charge:R:1
C 0.1950 -2.2261 -1.0846 0.326 -0.064 0.921 -0.043
C 0.8289 -1.4460 0.0388 0.171 0.119 -0.389 -0.254
C 2.2309 -1.2979 0.2948 -0.443 0.101 0.077 -0.060
C 2.3608 -0.5016 1.3915 0.219 -0.406 0.054 -0.143
N 1.1106 -0.1906 1.8505 0.390 0.351 -0.082 0.050
C 0.1733 -0.7219 0.9940 -0.077 -0.237 0.516 -0.302
C -1.2810 -0.6103 1.2718 -0.144 0.248 -0.547 -0.031
H 0.7150 -2.0015 -2.0079 -0.164 -0.021 -0.327 0.072
H 0.3073 -3.2917 -0.8702 -0.057 -0.060 -0.222 0.077
H -0.8732 -2.0186 -1.1525 0.096 0.063 -0.220 0.065
H 3.0556 -1.7286 -0.2329 0.145 -0.172 -0.292 0.093
H 3.2657 -0.2306 1.8996 0.005 0.288 0.186 0.101
H 0.9585 0.5051 2.5631 -0.266 -0.204 -0.102 0.149
H -1.8131 -0.5499 0.3179 -0.096 0.053 0.167 0.075
H -1.5039 0.2937 1.8346 -0.097 0.042 0.073 0.073
H -1.6769 -1.4701 1.8050 -0.006 -0.102 0.187 0.079
O -2.4844 5.4919 -2.8665 -0.202 0.381 -0.156 -0.064
H -2.4055 6.0232 -3.6684 0.164 -0.205 -0.005 0.033
H -3.1635 5.9714 -2.3786 0.037 -0.175 0.162 0.031
```
Positions in Å, forces in eV/Å.

=====

# 8
ORCA calculation (ωB97M-V/def2-TZVPD) on an isolated molecule of C6H11NO.

Computed properties:
* HOMO: -9.27 eV
* relative energy (zero: lowest compared OMol25 entry of this formula, charge and spin): 53.7 kcal/mol
* molar mass: 113.2 g mol⁻¹
* structure (SMILES): N[C@]12CC[C@](O)(C1)C2

```
19
Properties=species:S:1:pos:R:3:forces:R:3:lowdin_charge:R:1
N 2.1994 -0.7896 0.0616 -0.120 1.619 -0.023 0.073
C 0.8783 -0.1999 0.0884 -1.296 -1.906 -1.657 -0.559
C 0.5613 1.3008 -0.1278 -0.313 -0.116 0.479 -0.109
C -1.0133 1.2789 -0.0105 -0.282 -1.395 0.682 -0.100
C -1.1827 -0.2611 0.0996 0.482 -1.982 -1.160 -0.403
O -2.5468 -0.7524 0.0972 1.474 1.420 1.411 -0.009
C -0.0869 -0.6052 1.1976 -1.079 -0.374 1.719 -0.062
C -0.0877 -0.8936 -1.0271 -0.720 3.689 2.952 0.022
H 2.6904 -0.3210 0.8305 0.523 -0.300 -0.483 0.081
H 2.5611 -0.4447 -0.8414 0.541 -0.341 0.720 0.088
H 1.0691 1.9160 0.6366 -0.317 -0.027 -0.408 0.115
H 0.8570 1.5826 -1.1304 0.276 0.334 -0.110 0.101
H -1.6562 1.6065 -0.8246 0.575 0.425 -0.387 0.108
H -1.4388 1.7332 0.9140 0.557 -0.208 -0.533 0.121
H -2.6756 -1.3083 -0.6519 0.114 -0.593 -0.803 0.067
H -0.0698 0.1432 2.0649 -0.173 -1.143 -0.865 0.123
H -0.0735 -1.6994 1.6408 0.119 2.159 -1.388 0.156
H -0.1027 -0.3479 -1.9734 0.016 -0.479 -0.134 0.097
H 0.1173 -1.9379 -1.0441 -0.378 -0.781 -0.013 0.091
```
Positions in Å, forces in eV/Å.

=====

# 9
ORCA calculation (ωB97M-V/def2-TZVPD) on an isolated molecule of C6H11NO.

Computed properties:
* HOMO (alpha / beta): -7.05 / -7.60 eV
* relative energy (zero: lowest compared OMol25 entry of this formula, charge and spin): 159.3 kcal/mol
* molar mass: 113.2 g mol⁻¹

```
19
Properties=species:S:1:pos:R:3:forces:R:3:lowdin_charge:R:1
C -1.0488 -0.0519 0.3786 1.489 -0.803 0.609 -0.062
C -0.0578 0.7198 0.3962 0.831 -0.871 0.416 -0.021
C -0.9668 -1.6591 0.6328 -0.652 1.798 -1.464 -0.129
C 0.2165 3.0834 0.1212 -0.137 -1.975 -0.299 -0.099
C 0.4256 -2.4367 -1.2105 -3.605 -1.329 -2.467 -0.055
C 0.9179 1.7753 0.5111 0.567 0.266 -1.926 -0.215
N 0.2448 -2.0117 0.1362 1.182 -1.495 -0.742 -0.386
O 1.2625 -1.4039 0.5763 0.601 1.336 1.279 -0.047
H -2.0489 0.0806 0.2867 -2.982 1.207 -0.407 0.066
H -1.1467 -1.7755 1.6551 0.146 -0.341 1.650 0.109
H -1.7964 -1.9967 0.0483 -0.291 -0.913 -0.291 0.111
H 0.6269 3.9640 0.4160 1.744 2.435 0.890 0.041
H -0.7510 3.0791 0.4735 -2.220 -0.038 1.691 0.048
H -0.0470 3.1417 -0.8901 0.500 -0.089 -2.001 0.065
H -0.2639 -3.3290 -1.4219 0.824 0.951 0.481 0.103
H 0.0700 -1.7255 -2.0690 1.150 -0.523 1.712 0.124
H 1.4041 -2.8237 -1.2853 1.133 0.121 -0.441 0.068
H 1.2510 1.8110 1.5669 0.434 -0.107 -0.806 0.129
H 1.7077 1.5590 -0.3220 -0.714 0.370 2.116 0.150
```
Positions in Å, forces in eV/Å.

=====

# 10
ORCA calculation (ωB97M-V/def2-TZVPD) on an isolated molecule of C6H11NO2.

Computed properties:
* HOMO (alpha / beta): -7.09 / -7.43 eV
* relative energy (zero: lowest compared OMol25 entry of this formula, charge and spin): 123.5 kcal/mol
* molar mass: 129.2 g mol⁻¹
* structure (SMILES): CC1=[N+]([O-])C(C)(C)CO1

```
20
Properties=species:S:1:pos:R:3:forces:R:3:lowdin_charge:R:1
C -2.9598 0.3895 -0.1255 0.091 4.693 3.479 -0.023
C -1.5910 -0.0236 -0.0569 6.348 1.777 0.338 -0.211
N -0.3363 0.7960 -0.2901 -5.645 -4.651 2.372 -0.182
O -0.2154 1.9916 -0.5852 -0.016 0.888 -0.721 -0.045
C 0.8329 -0.0812 0.0284 0.304 2.216 -0.495 -0.428
C 1.7733 0.7147 0.9719 -3.106 -1.640 -0.763 0.016
C 1.5229 -0.3030 -1.2919 -0.242 -1.031 1.949 -0.011
C 0.2003 -1.3593 0.5984 -0.868 -0.057 2.627 -0.054
O -1.2652 -1.1704 0.6322 0.721 0.269 -1.619 -0.044
H -3.4598 -0.0600 -0.8599 -2.167 -2.035 -2.957 0.023
H -2.9044 1.5190 -0.4205 -0.275 -1.820 0.630 0.129
H -3.5869 0.2936 0.8708 1.512 0.121 -1.782 0.138
H 2.3219 1.4765 0.5574 0.593 2.083 -1.324 0.064
H 2.4581 0.0118 1.2278 2.177 -2.124 1.526 0.054
H 1.1431 0.9976 1.7674 -0.180 0.667 1.339 0.087
H 2.0947 0.4421 -1.7004 0.767 2.552 -0.731 0.070
H 0.8667 -0.6966 -1.9700 -1.793 -0.825 -1.981 0.072
H 2.2262 -1.0401 -1.1230 1.672 -1.986 0.374 0.070
H 0.5485 -2.2322 0.0611 -0.589 -0.202 -0.620 0.116
H 0.3301 -1.6664 1.7079 0.697 1.108 -1.642 0.160
```
Positions in Å, forces in eV/Å.

=====

Copy entry 10 word for word.
ORCA calculation (ωB97M-V/def2-TZVPD) on an isolated molecule of C6H11NO2.

Computed properties:
* HOMO (alpha / beta): -7.09 / -7.43 eV
* relative energy (zero: lowest compared OMol25 entry of this formula, charge and spin): 123.5 kcal/mol
* molar mass: 129.2 g mol⁻¹
* structure (SMILES): CC1=[N+]([O-])C(C)(C)CO1

```
20
Properties=species:S:1:pos:R:3:forces:R:3:lowdin_charge:R:1
C -2.9598 0.3895 -0.1255 0.091 4.693 3.479 -0.023
C -1.5910 -0.0236 -0.0569 6.348 1.777 0.338 -0.211
N -0.3363 0.7960 -0.2901 -5.645 -4.651 2.372 -0.182
O -0.2154 1.9916 -0.5852 -0.016 0.888 -0.721 -0.045
C 0.8329 -0.0812 0.0284 0.304 2.216 -0.495 -0.428
C 1.7733 0.7147 0.9719 -3.106 -1.640 -0.763 0.016
C 1.5229 -0.3030 -1.2919 -0.242 -1.031 1.949 -0.011
C 0.2003 -1.3593 0.5984 -0.868 -0.057 2.627 -0.054
O -1.2652 -1.1704 0.6322 0.721 0.269 -1.619 -0.044
H -3.4598 -0.0600 -0.8599 -2.167 -2.035 -2.957 0.023
H -2.9044 1.5190 -0.4205 -0.275 -1.820 0.630 0.129
H -3.5869 0.2936 0.8708 1.512 0.121 -1.782 0.138
H 2.3219 1.4765 0.5574 0.593 2.083 -1.324 0.064
H 2.4581 0.0118 1.2278 2.177 -2.124 1.526 0.054
H 1.1431 0.9976 1.7674 -0.180 0.667 1.339 0.087
H 2.0947 0.4421 -1.7004 0.767 2.552 -0.731 0.070
H 0.8667 -0.6966 -1.9700 -1.793 -0.825 -1.981 0.072
H 2.2262 -1.0401 -1.1230 1.672 -1.986 0.374 0.070
H 0.5485 -2.2322 0.0611 -0.589 -0.202 -0.620 0.116
H 0.3301 -1.6664 1.7079 0.697 1.108 -1.642 0.160
```
Positions in Å, forces in eV/Å.